[1]
DFT (ωB97M-V/def2-TZVPD) results for a molecular structure, C13H31FN3O6PS.

```
56
C13H31FN3O6PS, DFT ωB97M-V/def2-TZVPD
S -1.800 2.518 -3.697
P 2.357 -0.711 1.077
F -4.471 2.889 -0.606
O -1.987 -1.733 -3.311
O -2.639 2.739 -2.337
O -1.819 0.927 -3.707
O -2.597 3.059 -4.745
O 1.018 -0.894 0.464
O -0.468 2.991 -3.610
N 2.075 -0.928 2.738
N 2.672 0.922 0.711
N 4.023 -1.106 1.069
C -5.166 0.839 1.172
C -2.531 0.469 -2.506
C -3.016 -0.950 -2.747
C 4.324 -2.476 1.539
C -4.111 0.687 0.045
C 1.390 -2.152 3.131
C -3.520 1.583 -2.316
C -1.228 -2.385 -2.311
C 2.697 -0.189 3.820
C 3.254 1.882 1.627
C 1.762 1.584 -0.218
C 4.654 -0.959 -0.264
C -4.481 1.589 -1.109
H 2.250 2.465 -0.641
H 4.214 -1.631 -1.008
H -3.873 -1.004 -3.422
H 3.748 -3.243 1.011
H 0.832 1.908 0.267
H 5.718 -1.179 -0.184
H 2.410 -0.620 4.778
H 0.598 -2.388 2.419
H 3.793 -0.204 3.784
H -4.892 1.605 1.891
H 4.134 -2.567 2.607
H -5.386 -0.118 1.637
H 2.059 -3.022 3.183
H 2.503 2.319 2.296
H 2.366 0.849 3.841
H -6.104 1.164 0.712
H 3.713 2.699 1.064
H -1.724 0.429 -1.770
H -5.499 1.409 -1.455
H -4.116 -0.366 -0.228
H 5.383 -2.685 1.393
H -1.799 -3.155 -1.785
H 0.916 -2.034 4.105
H -0.386 -2.877 -2.795
H -4.129 1.725 -3.215
H -0.788 -1.663 -1.616
H 1.503 0.933 -1.048
H 4.052 1.439 2.220
H -3.305 -1.411 -1.800
H -3.147 0.960 0.473
H 4.561 0.062 -0.623
```

The molecule's natural (NBO) atomic charges, reported in e, are given here: atom 1 (S): 2.544, atom 2 (P): 2.339, atom 3 (F): -0.352, atom 4 (O): -0.521, atom 5 (O): -0.662, atom 6 (O): -0.683, atom 7 (O): -0.920, atom 8 (O): -1.064, atom 9 (O): -0.893, atom 10 (N): -0.822, atom 11 (N): -0.809, atom 12 (N): -0.730, atom 13 (C): -0.599, atom 14 (C): 0.053, atom 15 (C): -0.089, atom 16 (C): -0.430, atom 17 (C): -0.451, atom 18 (C): -0.405, atom 19 (C): 0.011, atom 20 (C): -0.264, atom 21 (C): -0.399, atom 22 (C): -0.401, atom 23 (C): -0.399, atom 24 (C): -0.429, atom 25 (C): 0.209, atom 26 (H): 0.192, atom 27 (H): 0.185, atom 28 (H): 0.198, atom 29 (H): 0.187, atom 30 (H): 0.177, atom 31 (H): 0.199, atom 32 (H): 0.202, atom 33 (H): 0.226, atom 34 (H): 0.185, atom 35 (H): 0.221, atom 36 (H): 0.210, atom 37 (H): 0.212, atom 38 (H): 0.164, atom 39 (H): 0.173, atom 40 (H): 0.197, atom 41 (H): 0.202, atom 42 (H): 0.192, atom 43 (H): 0.217, atom 44 (H): 0.176, atom 45 (H): 0.210, atom 46 (H): 0.206, atom 47 (H): 0.166, atom 48 (H): 0.196, atom 49 (H): 0.200, atom 50 (H): 0.214, atom 51 (H): 0.188, atom 52 (H): 0.218, atom 53 (H): 0.209, atom 54 (H): 0.183, atom 55 (H): 0.228, atom 56 (H): 0.230

***

[2]
63
Properties=species:S:1:pos:R:3 method="wB97M-V/def2-TZVPD" charge=-1
Tl 10.625 19.108 -9.198
P 13.471 22.220 -9.539
P 8.721 16.899 -12.258
P 11.366 18.252 -6.235
O 11.948 19.610 -6.670
O 9.810 20.877 -11.284
O 8.454 17.848 -13.487
O 13.459 22.664 -8.046
O 9.216 15.567 -12.932
O 15.015 22.244 -9.814
O 9.574 17.453 -11.240
O 7.274 16.541 -11.740
O 12.782 20.978 -9.814
O 9.873 18.322 -6.326
O 10.014 23.058 -11.793
O 9.994 22.410 -9.626
O 11.741 17.199 -7.329
O 12.860 23.438 -10.341
O 11.909 17.838 -4.931
C 7.038 19.686 -14.147
C 13.390 24.772 -10.128
C 12.719 25.700 -11.127
C 9.916 22.049 -10.839
C 8.190 19.266 -13.270
C 6.075 14.486 -12.089
C 12.340 23.915 -6.315
C 12.181 22.883 -7.405
C 10.640 15.445 -13.185
C 6.357 15.891 -12.613
C 15.752 22.853 -12.035
C 10.926 14.029 -13.513
C 15.517 21.731 -11.072
H 16.400 21.140 -10.850
H 10.898 16.128 -13.994
H 10.650 13.324 -12.732
H 7.969 19.461 -12.219
H 14.843 23.451 -12.153
H 6.926 20.766 -14.024
H 11.172 15.745 -12.284
H 16.005 22.565 -13.061
H 13.233 23.742 -5.710
H 12.017 13.925 -13.608
H 14.479 24.774 -10.252
H 6.765 15.887 -13.627
H 5.430 16.464 -12.676
H 6.086 19.249 -13.836
H 13.201 26.684 -11.099
H 12.672 25.337 -12.148
H 12.475 24.920 -6.742
H 10.432 23.772 -11.292
H 5.479 14.585 -11.186
H 7.205 19.386 -15.181
H 10.532 13.705 -14.477
H 16.537 23.561 -11.750
H 11.894 21.916 -6.987
H 14.755 21.062 -11.485
H 7.003 13.940 -11.925
H 11.702 25.911 -10.775
H 11.381 23.200 -8.079
H 13.186 25.083 -9.100
H 5.559 13.886 -12.845
H 11.455 23.991 -5.685
H 9.109 19.803 -13.485

***

[3]
55
Properties=species:S:1:pos:R:3 method="wB97M-V/def2-TZVPD" e_above_lowest_ev=0.351
Cl -0.982 1.666 -1.635
Cl 1.055 -0.190 -0.991
Cl 1.716 2.409 -2.157
Cl 0.418 0.363 -3.795
S 5.328 1.810 -0.166
S -3.337 -3.427 -3.810
S -4.553 2.397 -0.239
O -3.214 2.753 0.308
O -2.868 -3.750 -5.202
O 6.549 2.532 0.299
C -5.387 3.907 -0.866
C 2.341 -1.820 3.050
C 0.581 1.033 -2.161
C -4.660 -2.180 -4.080
C 3.865 2.397 0.738
C 1.628 -4.092 2.374
C 5.337 0.096 0.466
C -2.110 -2.272 -3.129
C 1.076 0.409 3.488
C -4.353 1.680 -1.865
C 2.274 -0.310 2.801
C 1.177 -2.651 2.514
C 0.551 1.594 2.659
H -6.210 3.657 -1.530
H -2.404 -1.923 -2.140
H 0.836 -4.743 1.998
H 2.031 -4.528 3.293
H -5.346 1.540 -2.292
H 2.444 -2.018 4.120
H 6.049 -0.417 -0.179
H -3.885 0.694 -1.900
H 4.330 -0.310 0.391
H -3.663 2.250 -2.494
H -4.210 -1.215 -4.303
H 3.917 2.338 1.822
H 0.403 1.309 1.612
H 0.301 -0.341 3.644
H -5.236 -2.516 -4.938
H 0.904 -2.325 1.498
H 3.562 3.387 0.407
H -0.411 1.939 3.033
H 0.222 -2.528 3.026
H 3.256 -2.113 2.532
H -1.896 -1.540 -3.903
H 3.143 0.293 3.079
H -1.210 -2.873 -2.973
H 1.453 0.828 4.421
H -5.300 -2.081 -3.203
H 2.467 -4.174 1.678
H 3.103 1.704 0.369
H 5.727 -0.005 1.480
H -5.613 4.555 -0.023
H 1.294 2.392 2.616
H -4.685 4.494 -1.470
H 2.193 -0.085 1.730

***

| no. | E_LUMO (eV) | HOMO (eV) | electronic energy (Ha) |
| --- | --- | --- | --- |
| 1 | 0.53 | -8.60 | -1968.9929 |
| 2 | -0.93 | -5.54 | -2839.3739 |
| 3 | 0.07 | -8.80 | -3775.4239 |